# C71H147N7O14S

10 unconnected molecules or ions with the total composition C71H147N7O14S at a distorted geometry (the ωB97M-V functional and the def2-TZVPD basis, OMol25).

Summary:
HOMO in eV: -7.96
LUMO energy in eV: -0.0589
E in Eh: -4627.61856

Last column: Löwdin charge in e.
Element x y z (Å)
C -18.13783 -6.96212 8.42472  -0.034
C -17.58236 -6.30608 7.12474  -0.455
C -17.36276 -7.38408 6.08861  -0.193
C -16.75979 -7.03285 4.71037  -0.116
C -17.76438 -5.87285 4.16492  -0.103
C -18.23941 -4.77776 5.14446  -0.483
N -18.59607 -5.38185 6.47621  -0.111
O -19.26726 -4.56296 7.38708  -0.018
C -17.11498 -3.65341 5.24831  -0.023
C -19.46145 -4.14115 4.52949  -0.059
C -16.18356 -5.66693 7.47459  -0.023
H -17.41912 -7.54568 9.00005  0.085
H -18.94026 -7.67307 8.22785  0.073
H -18.83186 -6.43335 9.07804  0.073
H -16.61712 -8.01399 6.57373  0.105
H -18.19518 -8.08011 5.98505  0.117
H -16.78868 -7.97081 4.15583  0.102
H -15.72748 -6.75023 4.91667  0.082
H -18.66393 -6.30479 3.72635  0.107
H -17.14591 -5.39361 3.40602  0.104
H -16.15301 -4.03719 4.90853  0.059
H -17.24978 -2.76449 4.63207  0.077
H -16.98694 -3.43822 6.30915  0.065
H -19.77690 -3.28328 5.12333  0.091
H -19.23303 -3.90976 3.48911  0.087
H -20.20504 -4.89145 4.26076  0.083
H -15.43812 -6.43640 7.67544  0.080
H -16.47947 -4.91104 8.20203  0.075
H -15.68224 -5.12289 6.67410  0.050
H -20.17616 -4.76204 7.15074  0.102
C -0.91480 -6.57405 4.89627  -0.059
C -2.33179 -6.03152 4.67577  -0.445
C -3.06657 -7.13317 3.87825  -0.155
C -4.60494 -7.25044 3.91459  -0.179
C -5.10179 -7.16924 5.36287  -0.152
C -4.49546 -6.02357 6.23487  -0.423
N -3.01366 -6.08092 6.01459  -0.131
O -2.47358 -5.20793 6.92532  -0.022
C -5.33457 -4.70522 6.02842  -0.015
C -4.75798 -6.53324 7.71257  -0.022
C -2.23909 -4.61875 3.87501  0.001
H -0.22290 -5.92251 5.43000  0.074
H -0.44594 -6.67864 3.91783  0.085
H -0.97091 -7.48222 5.49641  0.084
H -2.85851 -7.15852 2.80859  0.113
H -2.75664 -8.13205 4.18531  0.110
H -4.88201 -8.10733 3.30054  0.113
H -4.99094 -6.39317 3.36304  0.101
H -4.94209 -8.18652 5.72026  0.118
H -6.18452 -7.06986 5.28593  0.092
H -5.59340 -4.57796 4.97727  0.074
H -6.24236 -4.81902 6.62093  0.051
H -4.97864 -3.76637 6.45265  0.078
H -5.06765 -5.72204 8.37148  0.068
H -5.55938 -7.26760 7.63143  0.059
H -3.92864 -7.18563 7.98585  0.084
H -2.02030 -4.80466 2.82350  0.073
H -1.67877 -3.84955 4.40650  0.073
H -3.25508 -4.22403 3.88342  0.055
H -2.05906 -5.76919 7.58468  0.102
C -6.16641 -14.88475 10.04162  -0.026
C -6.89391 -13.56458 10.51746  -0.408
C -8.21570 -14.00971 11.37869  -0.158
C -7.79773 -14.69282 12.60829  -0.212
C -7.10866 -13.69431 13.53037  -0.140
C -5.79623 -13.18179 12.87884  -0.432
N -6.07174 -12.78443 11.43778  -0.170
O -5.10780 -12.11268 10.77969  0.003
C -5.38277 -11.92350 13.71951  -0.022
C -4.71535 -14.26279 13.04322  -0.032
C -7.48150 -12.71670 9.29485  -0.025
H -6.01286 -15.60503 10.84519  0.049
H -5.17213 -14.69824 9.63577  0.077
H -6.59368 -15.32222 9.13932  0.075
H -8.81380 -13.10731 11.50534  0.109
H -8.91531 -14.61220 10.79934  0.111
H -7.22890 -15.59934 12.40150  0.108
H -8.77516 -14.94329 13.02061  0.113
H -6.78795 -14.11093 14.48518  0.112
H -7.84377 -12.91106 13.71545  0.120
H -5.76338 -11.85845 14.73883  0.079
H -4.29627 -11.87077 13.78899  0.073
H -5.80119 -11.04280 13.23229  0.072
H -4.73777 -15.14396 12.40202  0.068
H -3.71758 -13.97736 13.37653  0.078
H -4.96170 -14.82856 13.94173  0.073
H -6.59792 -12.33845 8.78074  0.066
H -8.09069 -11.85145 9.55623  0.061
H -7.97900 -13.34394 8.55513  0.073
H -5.51566 -11.24779 10.86465  0.106
C -12.37501 0.08256 10.90237  -0.034
C -13.87619 0.17472 11.22278  -0.457
C -14.74330 0.38040 9.82655  -0.086
C -15.01125 -0.87034 8.98950  -0.185
C -15.57248 -1.99312 9.90028  -0.120
C -14.60596 -2.29359 11.13973  -0.439
N -14.26402 -1.01654 11.90487  -0.113
O -13.47419 -1.15745 13.10604  -0.024
C -15.38215 -3.24999 12.04467  -0.049
C -13.34239 -3.01899 10.56000  -0.026
C -14.29812 1.34646 12.17471  -0.041
H -11.79919 -0.23605 11.77129  0.082
H -11.98501 1.05816 10.61219  0.077
H -12.03808 -0.40486 9.98750  0.053
H -15.65298 0.91620 10.09769  0.104
H -14.16010 1.04073 9.18472  0.102
H -14.06065 -1.20903 8.57750  0.074
H -15.77313 -0.79696 8.21344  0.107
H -15.64072 -2.93991 9.36452  0.094
H -16.55552 -1.71363 10.27925  0.117
H -14.70798 -3.87865 12.62638  0.076
H -16.11705 -2.79228 12.70689  0.088
H -15.82496 -4.00871 11.39941  0.079
H -12.81600 -2.43221 9.80720  0.059
H -12.75680 -3.21191 11.45887  0.059
H -13.47136 -4.07505 10.32289  0.077
H -13.89740 2.35527 12.07555  0.077
H -13.87936 1.19750 13.16997  0.064
H -15.35148 1.36573 12.45427  0.080
H -14.14887 -1.40766 13.74148  0.095
C -7.26322 -5.14710 10.54108  -0.002
C -7.71139 -4.33711 11.87851  -0.415
C -9.21678 -3.97124 11.99672  -0.149
C -10.17823 -5.12737 12.23345  -0.183
C -9.68204 -5.82471 13.47981  -0.130
C -8.14241 -6.08804 13.53449  -0.471
N -7.37888 -4.94659 13.15932  -0.143
O -6.03730 -4.91791 13.59183  0.013
C -8.00568 -6.42157 15.04223  -0.066
C -7.56670 -7.40219 12.87944  -0.024
C -7.04555 -2.89861 11.91708  -0.033
H -8.02848 -5.86329 10.24185  0.040
H -6.31988 -5.65121 10.75103  0.077
H -7.24048 -4.55030 9.62927  0.067
H -9.40629 -3.40256 12.90710  0.124
H -9.55146 -3.39371 11.13501  0.115
H -10.15805 -5.78382 11.36353  0.076
H -11.18704 -4.72938 12.34307  0.101
H -10.27905 -6.72766 13.60769  0.120
H -9.94340 -5.21434 14.34424  0.114
H -8.60409 -7.14051 15.60180  0.094
H -6.97236 -6.69675 15.25348  0.071
H -8.11210 -5.48723 15.59338  0.083
H -8.20737 -8.28228 12.93502  0.078
H -7.39894 -7.36366 11.80312  0.045
H -6.57202 -7.59066 13.28341  0.074
H -7.64527 -2.28131 11.24822  0.069
H -6.06465 -2.97808 11.44843  0.074
H -7.01453 -2.36954 12.86956  0.084
H -6.14931 -4.76408 14.53278  0.094
C -10.40541 -9.70438 8.06113  -0.062
C -10.34655 -8.22578 8.08510  -0.459
C -8.91749 -7.87885 7.53409  -0.116
C -8.81650 -6.46646 7.05115  -0.199
C -9.91446 -6.19508 6.04689  -0.112
C -11.39470 -6.49983 6.54897  -0.390
N -11.42928 -7.87307 7.07737  -0.115
O -12.73373 -8.16907 7.44419  -0.024
C -11.88972 -5.27950 7.52129  0.000
C -12.27601 -6.55935 5.23572  -0.021
C -10.52117 -7.72999 9.54717  -0.003
H -10.19383 -10.08157 7.06059  0.085
H -11.34854 -10.00888 8.51485  0.058
H -9.59174 -10.06212 8.69206  0.081
H -8.15217 -8.20235 8.23958  0.120
H -8.66724 -8.37868 6.59833  0.115
H -7.96261 -6.22149 6.41952  0.084
H -8.60656 -5.72228 7.81941  0.097
H -9.68445 -6.78511 5.15972  0.086
H -9.95528 -5.13855 5.78197  0.119
H -11.96248 -4.39578 6.88738  0.054
H -12.78316 -5.46188 8.11845  0.061
H -11.11705 -5.04952 8.25491  0.054
H -13.16868 -7.18484 5.24009  0.055
H -12.74722 -5.59527 5.04437  0.065
H -11.77650 -6.81854 4.30223  0.062
H -9.60263 -7.69634 10.13305  0.073
H -11.40496 -8.21043 9.96693  0.089
H -10.85110 -6.69126 9.53049  0.048
H -12.99161 -8.69465 6.68336  0.094
C -9.53288 0.97374 2.91925  -0.082
C -10.85154 0.45441 3.30828  -0.507
C -10.78624 -1.07181 2.75087  -0.125
C -11.92678 -1.88203 3.25236  -0.188
C -12.04091 -1.76010 4.82674  -0.116
C -12.04464 -0.31046 5.41237  -0.410
N -10.96572 0.51548 4.76449  -0.135
O -10.83111 1.78171 5.31653  0.006
C -13.47910 0.27103 5.50527  -0.028
C -11.56372 -0.49065 6.95083  -0.037
C -11.94108 1.28280 2.64529  -0.024
H -9.42123 2.04005 3.11575  0.080
H -9.18178 0.91701 1.88891  0.099
H -8.86850 0.59673 3.69678  0.094
H -10.80784 -0.97182 1.66569  0.116
H -9.85444 -1.54069 3.06710  0.120
H -11.80339 -2.89704 2.87470  0.102
H -12.91040 -1.61276 2.86753  0.106
H -11.34497 -2.42165 5.34262  0.094
H -12.97422 -2.30154 4.98122  0.100
H -13.27506 1.13826 6.13327  0.075
H -13.91989 0.79847 4.65933  0.061
H -14.20569 -0.46849 5.84184  0.077
H -12.07566 -1.34185 7.39969  0.053
H -10.55109 -0.89024 7.00567  0.077
H -11.56043 0.36542 7.62555  0.069
H -12.74190 1.69562 3.25878  0.066
H -12.52673 0.82124 1.85026  0.080
H -11.48268 2.13898 2.15039  0.077
H -10.07274 1.68387 5.89697  0.108
C -12.95181 -12.21744 7.93508  -0.269
S -11.65540 -13.38114 8.57804  0.818
O -11.93390 -14.74212 7.96295  -0.573
C -12.41718 -13.48960 10.26197  -0.242
H -12.98344 -11.29249 8.51090  0.028
H -13.97755 -12.58425 7.97239  0.056
H -12.76084 -12.05628 6.87411  0.040
H -12.61448 -12.50568 10.68750  0.050
H -11.63456 -14.01934 10.80509  0.026
H -13.33548 -14.06966 10.17061  0.057
C -11.80846 -7.77513 1.07740  -0.095
C -12.46986 -8.15764 -0.16456  -0.156
O -11.96345 -9.40495 -0.56902  0.103
C -11.28805 -9.94117 0.44355  -0.485
O -10.82658 -11.08852 0.54716  0.116
O -11.12954 -9.01706 1.45450  0.045
H -12.50636 -7.43571 1.84278  0.127
H -11.20890 -6.87012 0.97947  0.138
H -12.35628 -7.46184 -0.99586  0.137
H -13.55951 -8.16721 -0.13897  0.136
C -10.18683 -10.63617 3.84975  -0.081
C -8.88598 -11.07527 3.16659  -0.110
O -8.21963 -9.85755 2.82807  0.069
C -8.84757 -8.80031 3.39511  -0.566
O -8.39861 -7.68525 3.34588  0.133
O -9.99536 -9.19805 3.99059  0.016
H -10.25229 -11.10827 4.83002  0.112
H -11.14331 -10.75587 3.34091  0.119
H -9.09758 -11.71378 2.30890  0.117
H -8.29542 -11.72745 3.81002  0.126

Atomic forces in eV per Å
C -1.465 -0.570 -0.388
C -0.216 0.904 -0.593
C 1.276 -1.886 0.282
C -2.697 1.362 1.776
C 1.950 -1.221 0.097
C 1.349 0.609 0.847
N 1.050 -2.055 -0.793
O 0.224 0.839 -0.233
C 0.040 -0.969 0.372
C 0.004 -0.545 -0.788
C -1.159 0.441 -0.823
H 0.308 0.457 -0.098
H 0.261 -0.771 -1.111
H 1.098 1.386 0.263
H 0.236 -0.425 0.136
H -0.519 0.482 -0.083
H 0.033 0.393 -0.499
H -0.017 0.497 -0.619
H 0.249 -0.395 -0.119
H -0.625 0.359 -0.405
H 0.083 -0.252 0.060
H -0.588 0.050 0.232
H -0.100 0.618 -0.182
H -0.398 -0.118 -0.370
H 0.533 0.998 0.107
H -0.665 -0.090 1.141
H -0.281 0.007 1.098
H 0.953 -0.232 0.698
H -0.506 -0.004 -0.312
H -0.266 0.151 0.342
C 0.199 0.565 0.147
C -0.255 0.357 -0.036
C -0.818 -0.976 -0.845
C 0.949 2.300 0.199
C -0.423 -0.438 -1.554
C -0.424 -1.390 -0.007
N -1.397 -0.290 -1.000
O 1.154 1.414 0.711
C 0.378 -0.585 0.112
C -0.028 -0.163 -1.513
C -1.867 -1.483 1.447
H -0.355 0.462 0.173
H -0.032 -0.591 -0.025
H 0.090 -0.282 -0.454
H 0.672 0.578 -0.092
H 0.600 0.102 0.524
H -0.270 -0.265 0.577
H -0.275 0.211 -0.116
H 0.333 0.181 0.904
H -0.193 0.190 0.397
H -0.038 0.172 0.027
H -0.335 -0.411 -0.340
H 0.901 -0.161 -0.231
H 0.553 -0.256 0.317
H -0.507 0.332 0.188
H 0.280 0.571 0.567
H 0.596 0.151 0.221
H 0.552 -0.381 -0.289
H -0.244 0.076 -0.151
H 0.136 0.001 0.139
C 0.283 1.049 -0.816
C -2.544 -1.614 0.381
C 1.686 1.064 -2.799
C -1.172 0.051 1.468
C 0.472 -0.526 -0.935
C -0.060 0.594 -0.252
N -3.115 -1.355 2.067
O 1.672 1.303 -0.342
C 0.161 -0.081 -0.908
C -0.244 -1.348 1.479
C 2.142 -0.581 0.583
H -0.387 -0.008 -0.254
H 0.351 0.603 0.410
H -0.808 -0.306 0.382
H 0.267 0.329 0.680
H 0.480 -0.467 -0.473
H -0.071 0.043 0.176
H 0.197 -0.717 0.766
H -0.323 -0.078 0.038
H 0.285 0.359 0.001
H -0.173 -0.667 0.011
H -0.039 0.368 -0.180
H 0.255 0.151 -0.106
H 0.358 0.704 -0.882
H 0.199 0.511 -1.086
H -0.444 0.142 0.638
H -0.014 0.258 -0.238
H -0.111 -0.237 0.379
H -0.252 -0.172 0.379
H 0.889 0.667 -0.597
C 0.673 1.778 -0.310
C -0.606 0.880 -1.838
C 0.791 -0.189 0.930
C -0.365 -1.256 1.589
C 1.542 0.823 1.180
C 0.156 0.370 -0.945
N -2.375 -1.560 -0.273
O -0.213 -0.860 -1.142
C 0.836 -0.716 -0.134
C -0.329 -0.068 1.871
C 1.072 -0.104 1.302
H -0.060 -0.196 -0.166
H -0.090 0.650 0.529
H -0.687 -1.017 0.182
H -0.122 -0.197 -0.009
H 0.124 0.359 0.275
H -0.131 -0.012 -0.349
H 0.349 0.741 -0.303
H -0.124 0.000 -0.020
H -0.108 0.019 -0.013
H 0.238 0.302 0.495
H -0.027 0.124 -0.266
H -0.537 0.188 -0.061
H 0.021 -0.374 0.154
H 0.863 0.758 0.016
H -0.741 0.128 -0.946
H -0.240 0.093 -1.290
H 0.378 -0.756 0.102
H -0.235 -0.040 -0.886
H -0.030 0.075 0.238
C -1.188 0.683 1.289
C 0.660 1.875 0.289
C -0.771 -0.716 -0.223
C 0.986 -0.004 -0.693
C -0.313 -0.132 -0.859
C -0.623 -3.428 1.230
N -1.682 0.890 0.281
O 0.050 -0.657 -0.717
C 1.853 1.437 0.949
C -0.487 0.180 -1.187
C -0.008 -0.889 -1.545
H 0.002 -0.468 0.492
H -0.020 0.118 -0.263
H 0.533 0.638 0.310
H 0.734 0.728 -0.141
H 0.222 0.129 -0.113
H -0.177 -0.232 0.070
H -0.074 -0.145 0.077
H 0.493 -0.451 0.142
H 0.192 0.246 0.027
H -0.486 -0.212 -0.990
H 0.156 -0.286 -0.011
H -0.283 0.280 0.159
H -0.079 -0.035 0.788
H -0.093 0.558 -0.143
H -0.170 -0.138 0.259
H 0.068 0.131 -0.134
H 0.245 0.261 0.373
H 0.019 -0.602 0.146
H 0.214 0.282 0.141
C 0.600 -1.082 1.022
C 0.129 -0.062 -0.602
C -0.532 0.418 -0.785
C 0.811 1.619 -0.153
C -1.998 0.270 1.086
C -0.067 0.435 -0.960
N 2.809 2.122 -0.184
O -0.567 -0.585 0.946
C 1.096 -1.405 -0.804
C -0.593 0.964 0.195
C -0.991 1.243 -1.325
H -0.510 -0.118 -0.007
H 0.084 -0.407 -0.404
H -0.011 -0.347 0.236
H -0.127 0.226 0.296
H -0.540 -1.013 0.061
H 0.695 -0.920 0.060
H -1.001 0.192 0.496
H -0.264 0.041 0.005
H 0.285 0.082 -0.246
H -0.378 0.014 0.055
H -0.254 -0.152 -0.498
H 0.262 -0.078 -0.060
H 0.126 -0.411 0.599
H 0.253 0.447 0.021
H 0.629 -0.136 0.323
H -0.139 -0.748 0.100
H 0.457 -0.478 0.516
H 0.154 0.217 -0.160
H -0.434 -0.249 0.164
C 2.027 2.002 1.093
C -1.053 -1.125 -0.842
C -0.731 2.071 0.807
C -0.387 -0.050 1.242
C -0.161 -0.730 -1.490
C 0.824 -0.639 1.318
N -0.337 -3.305 0.128
O -0.550 0.635 -0.137
C 0.920 1.259 -0.394
C 0.233 -0.879 -1.041
C -1.018 0.769 -1.268
H -0.506 0.382 0.049
H -0.235 -0.866 0.070
H 0.737 -0.617 -0.656
H 0.185 -0.023 -0.048
H 0.132 0.209 0.001
H 0.038 -0.402 0.592
H 0.062 0.589 -0.291
H 0.661 0.350 -0.160
H -0.446 0.547 0.700
H -0.867 -0.169 0.827
H 0.286 -0.667 -0.667
H 0.223 0.256 0.527
H -0.754 0.270 0.134
H 0.407 0.263 -0.589
H -0.550 0.219 -0.356
H 0.476 -0.092 0.557
H 0.264 -0.630 -0.162
H -0.027 0.160 0.052
H 0.150 0.121 0.067
C -0.096 -0.205 -0.193
S -2.199 -0.761 -0.166
O 0.487 1.473 0.507
C 0.797 -0.007 -0.695
H 0.492 0.057 -0.175
H 0.171 -0.752 0.299
H 0.322 0.273 0.112
H 0.177 -0.027 -0.034
H -0.366 -0.037 0.386
H 0.161 -0.044 -0.051
C 0.426 0.296 1.633
C -2.045 1.116 -2.703
O 0.247 -1.036 0.058
C 1.811 -2.496 1.537
O -1.614 3.581 -0.714
O -0.387 0.605 -0.707
H -0.165 -0.773 0.291
H 1.101 -0.664 -0.152
H 0.761 0.093 0.016
H -0.160 -0.700 0.619
C 0.331 0.835 0.369
C -0.794 -0.844 -0.340
O -0.110 -0.381 0.143
C 0.309 -0.243 -0.233
O -0.800 -0.728 0.219
O 0.428 0.041 0.349
H -0.123 0.337 0.150
H 0.409 -0.255 -0.377
H 0.081 0.619 -0.448
H 0.358 0.581 0.326